1.
This record from OMol25 describes a molecular structure, C23H35N2OSn. The level of theory is wB97M-V/def2-TZVPD.

Properties
Calculated total energy (Eh): -1296.0260
Total charge: +1
Max |F| (eV/Å): 5.9

```
62
Properties=species:S:1:pos:R:3:lowdin_charge:R:1
C -2.232 0.595 -1.063 -0.316
C -1.307 0.494 -2.161 -0.317
C -0.443 1.647 -2.123 -0.309
C -0.842 2.461 -1.008 -0.310
C -1.920 1.794 -0.329 -0.314
Sn 0.102 0.164 0.000 1.524
C 3.341 0.849 1.750 -0.253
C 2.173 0.116 2.085 -0.223
H 2.225 -1.004 2.254 0.139
C 0.892 0.736 2.088 -0.248
H 0.964 1.831 2.048 0.071
H 0.198 0.377 2.848 0.051
C 4.678 0.051 1.584 -0.091
H 4.653 -1.063 1.562 0.086
H 5.343 0.283 0.716 0.084
H 5.164 0.370 2.519 0.082
C 3.166 1.948 0.651 -0.082
H 2.309 1.948 -0.089 0.055
H 3.082 2.849 1.278 0.085
H 4.019 2.079 -0.050 0.075
C -1.306 -0.581 -3.183 -0.035
H -1.446 -1.573 -2.728 0.083
H -2.128 -0.429 -3.900 0.100
H -0.370 -0.604 -3.752 0.068
C 0.650 1.931 -3.087 -0.032
H 1.162 1.011 -3.399 0.064
H 0.248 2.412 -3.993 0.101
H 1.407 2.604 -2.662 0.077
C -0.289 3.786 -0.630 -0.040
H 0.645 4.006 -1.163 0.076
H -1.008 4.583 -0.880 0.098
H -0.089 3.858 0.450 0.078
C -2.683 2.322 0.832 -0.040
H -2.062 2.964 1.473 0.082
H -3.535 2.929 0.485 0.102
H -3.094 1.516 1.459 0.068
C -3.406 -0.288 -0.842 -0.034
H -3.797 -0.205 0.181 0.075
H -4.225 -0.010 -1.526 0.102
H -3.167 -1.343 -1.035 0.080
C 1.947 -1.738 -1.673 -0.084
C 3.025 -1.105 -1.061 -0.084
C 1.845 -2.274 -2.884 -0.114
C 3.764 -0.277 -2.022 -0.096
H 3.399 -0.691 -0.099 0.054
C 2.707 -1.566 -3.808 -0.043
H 1.116 -3.169 -2.959 0.147
C 3.603 -0.510 -3.354 -0.101
H 4.448 0.553 -1.685 0.114
H 2.683 -1.862 -4.864 0.104
H 4.196 0.033 -4.103 0.113
C -1.659 -4.440 0.877 -0.036
N -1.971 -3.382 1.824 0.037
C -1.542 -2.119 1.709 -0.544
N -1.952 -1.242 2.665 0.196
O -0.800 -1.768 0.734 -0.162
H -1.028 -4.051 0.074 0.087
H -2.586 -4.840 0.453 0.094
H -1.136 -5.252 1.392 0.093
H -2.557 -3.596 2.622 0.152
H -1.663 -0.272 2.623 0.085
H -2.463 -1.584 3.466 0.122
```

***

2.
This record from OMol25 describes 2 unconnected molecules or ions with the total composition CH7NS. The level of theory is wB97M-V/def2-TZVPD.

Properties
ΔE to the lowest compared entry with this formula, charge and spin (kJ/mol): 361.7
Max |F| (eV/Å): 1.3

```
10
Properties=species:S:1:pos:R:3:lowdin_charge:R:1
S 3.229 -0.796 3.897 -0.443
H 4.158 0.174 3.868 -0.496
C -1.602 0.020 -1.287 -0.026
N -0.259 0.095 -0.668 0.148
H -1.785 0.828 -1.988 0.099
H -1.785 -0.944 -1.748 0.104
H -2.352 0.253 -0.535 0.103
H -0.227 -0.051 0.349 0.170
H 0.202 0.993 -0.843 0.170
H 0.421 -0.572 -1.045 0.171
```

***

3.
This record from OMol25 describes a molecular structure, C4H6O3Y. The level of theory is wB97M-V/def2-TZVPD.

Properties
Spin multiplicity: 2
⟨S²⟩: 0.758
ΔE to the lowest compared entry with this formula, charge and spin (kJ/mol): 839.9
Max |F| (eV/Å): 5.1

```
14
Properties=species:S:1:pos:R:3:lowdin_charge:R:1
H 0.308 -2.027 0.784 0.127
C 0.230 -1.029 0.331 -0.311
C -1.020 -0.486 0.019 -0.079
H -0.117 -1.012 -1.006 0.191
H -1.060 0.471 -0.512 0.061
O 1.273 -0.286 0.968 -0.394
O 1.353 1.089 0.532 -0.570
Y 3.363 0.691 -0.497 0.994
C -2.262 0.850 2.337 -0.260
C -2.208 -0.262 1.592 0.001
O -3.017 1.022 3.485 -0.022
H -1.565 1.679 2.186 0.115
H -2.377 -1.263 2.007 0.058
H -3.440 0.192 3.729 0.089
```

***

4.
This record from OMol25 describes a single C19H29N5O3S molecule. The level of theory is wB97M-V/def2-TZVPD.

Properties
SMILES: CCCNC(=O)Cn1cnc2sc(C(=O)NCCN(CC)CC)c(C)c2c1=O
ΔE to the lowest compared entry with this formula, charge and spin (kJ/mol): 11.7
Max |F| (eV/Å): 0.8

```
57
Properties=species:S:1:pos:R:3:lowdin_charge:R:1
C 5.205 3.799 1.566 -0.113
C 4.905 2.459 0.910 -0.246
C 6.159 1.863 0.266 -0.188
N 5.875 0.600 -0.377 0.071
C 6.238 -0.578 0.147 -0.480
O 6.928 -0.728 1.131 0.065
C 5.673 -1.783 -0.637 -0.033
N 4.276 -1.977 -0.300 0.033
C 3.928 -2.802 0.714 -0.110
N 2.724 -3.034 1.106 0.083
C 1.754 -2.394 0.428 -0.527
S 0.081 -2.577 0.777 1.137
C -0.340 -1.462 -0.515 -0.346
C -1.756 -1.154 -0.794 -0.495
O -2.119 -0.550 -1.790 0.060
N -2.633 -1.617 0.127 0.041
C -4.042 -1.332 0.019 -0.147
C -4.374 0.062 0.605 -0.179
N -5.721 0.539 0.395 -0.194
C -6.096 0.716 -1.002 -0.264
C -5.095 1.539 -1.803 -0.082
C -6.747 -0.194 1.119 -0.269
C -6.555 -0.147 2.631 -0.091
C 0.764 -0.979 -1.170 -0.213
C 0.759 -0.017 -2.303 -0.010
C 1.970 -1.511 -0.626 -0.104
C 3.324 -1.228 -1.020 -0.340
O 3.694 -0.432 -1.867 0.057
H 5.571 4.511 0.830 0.071
H 4.307 4.208 2.022 0.069
H 5.961 3.683 2.339 0.074
H 4.525 1.759 1.658 0.112
H 4.135 2.585 0.145 0.107
H 6.561 2.556 -0.479 0.125
H 6.920 1.673 1.026 0.122
H 5.216 0.602 -1.150 0.114
H 6.238 -2.675 -0.364 0.133
H 5.744 -1.599 -1.711 0.134
H 4.734 -3.301 1.234 0.145
H -2.292 -2.001 0.993 0.090
H -4.291 -1.344 -1.044 0.118
H -4.598 -2.117 0.534 0.121
H -4.178 0.055 1.679 0.110
H -3.690 0.782 0.152 0.112
H -7.056 1.243 -0.995 0.113
H -6.261 -0.253 -1.507 0.115
H -5.538 1.800 -2.761 0.073
H -4.178 0.989 -1.994 0.050
H -4.858 2.457 -1.271 0.081
H -6.824 -1.244 0.785 0.114
H -7.699 0.291 0.880 0.113
H -6.340 0.871 2.943 0.079
H -5.747 -0.796 2.958 0.060
H -7.468 -0.477 3.122 0.070
H 1.268 -0.458 -3.158 0.096
H 1.315 0.877 -2.025 0.092
H -0.258 0.244 -2.576 0.069
```

***

5.
This record from OMol25 describes a molecular structure, C36H58As3AuN2OP. The level of theory is wB97M-V/def2-TZVPD.

Properties
Total charge: +1
ΔE to the lowest compared entry with this formula, charge and spin (kJ/mol): 191.2
Max |F| (eV/Å): 2.2

```
102
Properties=species:S:1:pos:R:3:lowdin_charge:R:1
Au -0.699 -0.277 0.449 0.487
C 1.676 0.867 3.126 -0.278
As 0.175 1.419 2.015 1.069
C -1.059 1.920 3.434 -0.264
C 0.718 3.172 1.346 -0.317
C 1.628 3.261 0.092 -0.632
C 2.701 2.182 0.126 -0.072
C 0.805 3.227 -1.192 -0.238
As -0.271 1.762 -1.983 1.144
C -0.207 0.031 -2.890 -0.207
C -0.694 2.820 -3.582 -0.227
C 2.257 4.675 0.137 -0.375
As 3.621 5.411 -1.121 1.141
C 3.633 4.276 -2.729 -0.360
C 5.215 4.626 -0.289 -0.348
H 2.054 1.691 3.731 0.039
H 2.466 0.449 2.508 -0.005
H 1.302 0.080 3.781 0.028
H -0.914 2.962 3.716 0.035
H -0.858 1.283 4.293 0.026
H -2.087 1.771 3.114 0.010
H 1.224 3.636 2.196 0.081
H -0.209 3.723 1.172 0.080
H 2.243 1.193 0.154 0.028
H 3.328 2.288 1.014 0.098
H 3.347 2.229 -0.752 0.060
H 1.441 3.495 -2.034 0.035
H -0.056 3.889 -1.132 0.082
H -0.451 0.217 -3.933 0.039
H -0.980 -0.507 -2.353 -0.037
H 0.735 -0.510 -2.829 0.014
H -0.727 3.885 -3.365 0.039
H -1.651 2.490 -3.982 0.027
H 0.072 2.645 -4.341 0.040
H 2.748 4.786 1.108 0.067
H 1.451 5.413 0.128 0.065
H 2.792 4.513 -3.379 0.011
H 3.659 3.204 -2.533 0.002
H 4.545 4.547 -3.263 0.022
H 5.276 4.957 0.748 0.020
H 6.097 4.992 -0.813 0.018
H 5.211 3.537 -0.320 0.007
C -3.835 -5.034 -2.548 -0.067
C -3.681 -5.462 -1.233 -0.061
C -2.986 -4.684 -0.325 -0.084
C -2.444 -3.461 -0.723 -0.368
C -2.596 -3.042 -2.038 -0.097
C -3.290 -3.827 -2.953 -0.067
P -1.511 -2.476 0.485 0.951
C -0.203 -3.662 0.951 -0.356
C 0.763 -3.922 -0.020 -0.118
C 1.799 -4.802 0.233 -0.077
C 1.890 -5.430 1.470 -0.075
C 0.927 -5.186 2.436 -0.069
C -0.121 -4.310 2.177 -0.081
C -2.644 -2.325 1.911 -0.379
C -2.142 -1.976 3.167 -0.133
C -3.004 -1.677 4.209 -0.075
C -4.378 -1.677 4.001 -0.072
C -4.883 -1.989 2.749 -0.068
C -4.021 -2.313 1.708 -0.092
H -4.379 -5.646 -3.255 0.110
H -4.103 -6.407 -0.918 0.111
H -2.862 -5.026 0.696 0.117
H -2.176 -2.098 -2.357 0.061
H -3.405 -3.493 -3.975 0.108
H 0.699 -3.432 -0.987 0.103
H 2.540 -5.000 -0.532 0.106
H 2.702 -6.115 1.673 0.107
H 0.983 -5.684 3.395 0.108
H -0.876 -4.152 2.935 0.094
H -1.071 -1.922 3.325 0.095
H -2.603 -1.435 5.185 0.108
H -5.050 -1.425 4.811 0.108
H -5.951 -1.978 2.575 0.110
H -4.430 -2.555 0.735 0.106
C 4.906 -1.214 0.885 -0.028
N 4.218 -1.157 -0.394 -0.176
C 5.000 -1.069 -1.621 -0.039
C 2.876 -1.130 -0.445 -0.367
O 2.124 -1.162 0.516 -0.078
H 5.608 -2.048 0.897 0.095
H 4.167 -1.359 1.668 0.082
H 5.455 -0.288 1.070 0.095
H 6.054 -1.131 -1.365 0.091
H 4.833 -0.122 -2.138 0.084
H 4.769 -1.890 -2.301 0.091
H 2.502 -1.072 -1.483 0.128
C -3.617 1.466 0.385 -0.074
C -2.969 1.758 -0.969 -0.727
C -3.483 0.735 -1.987 -0.059
C -3.403 3.165 -1.404 -0.057
N -1.513 1.744 -0.760 -0.309
H -4.704 1.418 0.292 0.090
H -3.368 2.255 1.098 0.073
H -3.263 0.513 0.787 0.036
H -4.548 0.880 -2.176 0.090
H -3.344 -0.285 -1.614 0.054
H -2.968 0.822 -2.948 0.062
H -4.490 3.268 -1.367 0.086
H -3.085 3.388 -2.425 0.059
H -2.966 3.908 -0.735 0.080
```

***

Repeat the second record exactly.
This record from OMol25 describes 2 unconnected molecules or ions with the total composition CH7NS. The level of theory is wB97M-V/def2-TZVPD.

Properties
ΔE to the lowest compared entry with this formula, charge and spin (kJ/mol): 361.7
Max |F| (eV/Å): 1.3

```
10
Properties=species:S:1:pos:R:3:lowdin_charge:R:1
S 3.229 -0.796 3.897 -0.443
H 4.158 0.174 3.868 -0.496
C -1.602 0.020 -1.287 -0.026
N -0.259 0.095 -0.668 0.148
H -1.785 0.828 -1.988 0.099
H -1.785 -0.944 -1.748 0.104
H -2.352 0.253 -0.535 0.103
H -0.227 -0.051 0.349 0.170
H 0.202 0.993 -0.843 0.170
H 0.421 -0.572 -1.045 0.171
```

***

Q: max |F| of number 3 (C4H6O3Y)?
A: 5.1 eV/Å

***

Q: Among the records above, which one has the lowest max |F|?
A: C19H29N5O3S

***

Q: What is the formula in the first record?
A: C23H35N2OSn